# 1
48
Properties=species:S:1:pos:R:3:forces:R:3:lowdin_charge:R:1 method="wB97M-V/def2-TZVPD" orbital_gap_ev=9.47 e_lumo_ev=0.16
Cl -7.030632 -1.508536 -2.165582 -0.20 -0.06 -0.01 0.6981
S -1.035714 0.298550 -1.959854 0.20 0.08 -0.09 0.6775
O 4.494146 0.220417 0.349175 0.15 -0.07 0.08 -0.0758
O -0.899001 1.497802 -2.727911 -0.35 0.16 0.12 -0.2687
O 0.287858 -0.188655 2.786150 -0.10 -0.02 0.28 0.0657
O -0.206412 -0.829864 -2.278829 -0.29 -0.24 0.13 -0.2885
N 1.726206 0.078156 1.096567 0.35 0.12 0.13 -0.0190
N -0.687663 0.699967 -0.380631 -0.03 -0.25 -1.16 -0.1973
C -1.999258 -0.407344 1.282773 0.05 -0.10 0.21 -0.1039
C -0.635366 -0.395513 0.567249 -0.09 -0.63 0.48 -0.2211
C -3.072602 -1.547105 -1.789078 0.00 -0.11 -0.01 -0.0579
C 2.125245 0.118659 -0.294097 0.30 0.11 -0.44 -0.1000
C 0.499405 -0.158424 1.586111 -0.15 -0.09 -0.27 -0.4000
C 3.535228 -0.459731 -0.449584 -0.30 -0.35 -0.27 -0.3368
C 3.547579 -1.961719 -0.151605 0.15 0.45 -0.05 -0.0182
C 3.966142 1.033093 1.379645 -0.09 0.15 0.36 -0.3758
C 2.779102 0.361452 2.063227 0.16 0.13 0.13 -0.0865
C -5.055755 0.305469 -2.405106 0.00 -0.09 0.04 -0.0840
C -2.618854 0.968546 0.987246 0.00 0.05 0.02 -0.1264
C -2.752469 -0.227620 -2.045803 0.68 0.23 0.00 -0.2656
C -5.380562 -1.015938 -2.125642 0.30 0.10 0.01 -0.6631
C -1.524724 1.720822 0.212749 -0.44 0.54 0.20 -0.1590
C -3.729151 0.697329 -2.364380 -0.02 0.09 -0.05 -0.0574
C 5.092354 1.295702 2.372282 -0.33 -0.07 -0.37 -0.0276
C -4.396644 -1.949280 -1.826037 -0.03 0.08 0.01 -0.0818
H -0.905908 2.308698 0.896862 -0.04 0.03 -0.10 0.1333
H 4.757848 1.975941 3.150015 -0.01 0.10 0.11 0.0825
H -2.281886 -2.251240 -1.584859 0.05 -0.15 0.04 0.1195
H -2.631006 -1.214236 0.915091 0.04 0.00 0.01 0.1026
H -2.880619 1.497764 1.900740 -0.06 0.02 0.00 0.1133
H 5.937608 1.733439 1.849823 0.09 0.07 -0.02 0.0822
H 3.852479 -0.310858 -1.490988 -0.16 0.00 0.14 0.1514
H 1.442743 -0.461536 -0.911333 0.21 0.05 0.08 0.0928
H -1.898831 2.371962 -0.574812 0.01 0.17 0.13 0.1141
H 4.571757 -2.324263 -0.172480 0.07 -0.07 0.00 0.0824
H -5.832226 1.011739 -2.652642 -0.07 0.04 -0.02 0.1106
H -0.424789 -1.320566 0.025833 0.04 0.00 0.15 0.1469
H 2.103804 1.152505 -0.660241 -0.02 -0.12 -0.05 0.1394
H 3.123204 -2.171878 0.826438 -0.05 -0.04 0.13 0.0757
H 3.108010 -0.569918 2.539497 0.02 0.08 0.04 0.1391
H -1.828616 -0.548996 2.350072 -0.07 -0.07 -0.13 0.1072
H -3.518893 0.865579 0.380672 0.01 0.04 0.06 0.0949
H 2.968206 -2.486258 -0.906399 -0.08 -0.12 -0.09 0.0829
H 3.632005 1.994761 0.953011 0.03 -0.13 0.06 0.1516
H 2.367341 1.004997 2.845750 0.12 -0.07 -0.05 0.1362
H -4.667479 -2.974450 -1.629099 -0.03 -0.08 0.01 0.1109
H 5.413140 0.361141 2.824047 0.03 -0.11 0.07 0.0853
H -3.436350 1.709436 -2.594034 -0.04 0.14 -0.04 0.1184

# 2
44
Properties=species:S:1:pos:R:3:forces:R:3:lowdin_spin:R:1 method="wB97M-V/def2-TZVPD" orbital_gap_ev="7.56 / 5.31" spin_multiplicity=4 total_charge=+2 s_squared=3.765 e_lumo_ev="-6.42 / -9.70"
Re -0.260859 -0.525999 1.876263 2.80 1.13 -1.20 2.0278
Cl 0.036304 0.195450 -3.389156 -0.03 -0.10 0.72 0.0003
N 0.089167 2.091757 5.584302 0.38 -0.64 -0.82 0.0126
N 0.335373 0.887016 3.730539 -0.01 0.28 1.11 0.1646
C -1.888392 -1.146828 0.639429 -1.52 0.18 -0.25 0.0190
C 1.430765 1.713324 5.530454 -0.87 -0.21 -0.40 0.0071
C 0.617197 -2.504608 1.825941 0.96 -0.15 -0.35 0.0202
C -2.053072 -1.662108 1.985284 -1.35 0.23 0.09 0.0073
C 1.557475 0.960249 4.399149 -0.43 0.53 0.51 0.0096
C -0.530483 1.566507 4.498253 0.77 0.31 0.68 0.0243
C 0.111039 0.449927 -5.169082 0.08 0.26 -1.95 0.0001
C 0.693838 -1.952929 0.475765 1.47 -0.71 0.22 0.0331
C 1.473862 -1.704882 2.666440 1.20 -0.17 -0.93 0.1109
C -0.983151 1.445250 -5.577356 -0.06 0.00 0.32 0.0000
C -0.114002 -0.894997 -5.872446 -0.02 -0.10 0.30 0.0000
C -2.128723 -0.538070 2.875902 -2.00 0.50 -0.39 0.0956
C -1.928734 0.293709 0.699863 -0.94 -0.31 0.43 0.0778
C -2.092712 0.668546 2.070503 -1.05 -0.17 0.36 0.1136
C 2.128885 -0.724977 1.817861 0.13 -0.81 0.83 0.1437
C 1.491575 1.010499 -5.535873 0.05 -0.02 0.32 0.0000
C 1.671773 -0.898829 0.483274 -0.58 -0.65 0.45 0.0717
H -2.243655 1.669949 2.445930 0.15 -0.02 -0.20 0.0100
H -0.376384 2.642751 6.303190 0.30 -0.18 -0.23 0.0009
H -0.836932 2.410681 -5.080630 -0.03 -0.16 -0.08 0.0000
H 0.657646 -1.618085 -5.586561 -0.13 0.11 -0.05 0.0000
H 0.089564 -3.399932 2.149104 0.12 0.33 -0.22 0.0031
H -1.975816 1.061883 -5.317164 0.16 0.07 -0.04 0.0000
H -1.846999 -1.724768 -0.283448 0.03 0.17 0.42 0.0017
H -2.286200 -0.586820 3.946328 0.08 -0.03 -0.13 0.0096
H 2.447756 0.459747 4.071746 0.00 0.08 -0.09 -0.0005
H 1.666478 1.971343 -5.039501 -0.02 -0.16 -0.08 0.0000
H -2.162499 -2.695111 2.317341 0.22 0.33 -0.37 0.0016
H -1.597248 1.703920 4.373062 0.33 -0.05 -0.15 0.0000
H -0.072620 -0.767479 -6.962287 0.01 0.11 0.29 0.0000
H 2.048592 -0.383872 -0.396546 -0.37 0.17 0.18 0.0050
H 1.649090 -1.861188 3.726068 -0.04 0.03 -0.21 0.0077
H 2.152384 1.960653 6.286286 -0.03 0.13 0.08 0.0010
H 0.205454 -2.324961 -0.423676 0.24 0.02 0.41 0.0021
H 1.562199 1.171530 -6.619893 -0.16 -0.09 0.26 0.0000
H -1.095831 -1.308275 -5.616921 0.16 0.06 -0.04 0.0000
H -1.861632 0.988308 -0.135081 0.16 -0.26 0.10 0.0097
H 2.285517 0.314000 -5.245022 -0.13 0.12 -0.04 0.0000
H -0.958944 1.615228 -6.662054 0.11 -0.14 0.26 0.0000
H 2.892972 -0.027496 2.134409 -0.16 -0.03 -0.12 0.0090

# 3
44
Properties=species:S:1:pos:R:3:forces:R:3:lowdin_spin:R:1 method="wB97M-V/def2-TZVPD" orbital_gap_ev="7.93 / 6.59" spin_multiplicity=3 total_charge=+2 s_squared=2.015 e_lumo_ev="-7.31 / -8.65"
W 1.277038 -1.213219 -0.362998 -0.75 -5.38 7.33 1.5298
Cl -1.698797 2.458393 0.508519 0.00 0.01 0.03 0.0006
N 1.140750 -3.330548 -0.990577 0.09 -1.01 -0.71 0.0345
N 1.354705 -5.139214 -2.255514 -0.08 -0.02 -0.04 0.0170
C 0.903771 0.292879 -1.767273 0.73 2.00 -1.64 0.0858
C 1.246072 -0.095952 1.721961 -0.08 -0.30 -0.29 -0.0080
C 0.967552 -5.597307 -1.006188 0.30 0.21 -0.38 0.0036
C 3.095415 -0.086538 -1.024659 -0.30 0.77 -0.83 0.0060
C 1.414133 -0.853256 -2.445103 0.98 0.64 -1.31 0.0714
C -3.306635 4.425796 -0.589518 0.29 -0.36 -0.01 0.0000
C 1.443730 -3.806080 -2.222431 0.04 -0.31 0.54 0.0316
C -4.105766 3.376208 1.546412 0.32 -0.33 -0.10 0.0000
C 2.771810 -1.105386 -1.954532 -0.10 0.72 -1.52 0.0687
C 1.958533 0.792589 -0.919311 0.28 1.00 -1.21 0.0365
C -2.862484 3.857348 0.772434 -1.23 1.49 0.26 0.0001
C 2.340875 -1.051952 1.768251 -0.83 -0.09 0.24 -0.0106
C 0.007497 -0.834357 1.730640 0.69 0.10 0.05 0.0466
C 0.852176 -4.491623 -0.232632 0.13 0.19 -0.36 0.0057
C 1.772434 -2.350145 1.833138 -0.15 0.65 -0.39 0.0346
C -2.174097 4.974317 1.580895 0.25 -0.37 -0.09 0.0000
C 0.330444 -2.210353 1.816685 0.42 0.28 -0.73 0.0101
H -4.002892 5.262200 -0.416593 0.27 -0.32 0.01 0.0000
H 0.637433 -4.496119 0.819463 -0.13 0.19 -0.15 -0.0001
H 3.393675 -0.816678 1.866709 -0.17 -0.01 -0.09 0.0010
H 1.931850 1.747779 -0.397701 -0.13 -0.50 0.14 0.0009
H 0.855280 -6.651102 -0.774272 -0.03 0.33 -0.09 0.0000
H -4.788198 4.230389 1.687581 0.32 -0.28 -0.09 0.0000
H 1.558667 -5.710488 -3.083927 -0.19 0.33 0.59 0.0002
H 3.456443 -1.871320 -2.320785 -0.33 0.17 0.36 0.0041
H 0.917407 -1.377617 -3.260801 -0.02 0.13 0.50 0.0041
H 4.060148 0.044213 -0.544422 -0.32 -0.14 0.13 0.0002
H -3.828935 3.661851 -1.182511 0.18 0.23 0.12 0.0000
H -0.054902 0.768324 -1.946250 0.10 -0.05 0.11 0.0156
H 2.339179 -3.281311 1.909534 -0.27 0.39 -0.09 0.0015
H 1.806314 -3.265800 -3.089769 -0.31 -0.03 0.33 0.0008
H -2.444495 4.808727 -1.153570 -0.26 -0.14 0.11 0.0000
H 1.334160 0.985674 1.847651 -0.07 -0.47 -0.21 0.0001
H -1.871806 4.613456 2.574082 -0.03 0.12 -0.29 0.0000
H -2.888730 5.801835 1.720516 0.22 -0.35 -0.09 0.0000
H -0.983289 -0.394550 1.758001 0.12 -0.05 -0.09 0.0070
H -0.385968 -3.030032 1.909607 0.21 0.44 -0.18 0.0005
H -3.828350 2.994000 2.539031 -0.11 0.06 -0.30 0.0000
H -4.643592 2.598795 0.985690 0.16 0.18 0.21 0.0000
H -1.298556 5.366175 1.044538 -0.21 -0.12 0.20 0.0000

# 4
63
Properties=species:S:1:pos:R:3:forces:R:3:lowdin_spin:R:1 method="wB97M-V/def2-TZVPD" orbital_gap_ev="8.04 / 8.80" spin_multiplicity=5 s_squared=6.010 e_lumo_ev="-0.44 / -0.48"
I -2.425774 -0.414959 -4.761591 0.00 0.00 -0.02 0.0017
Sb 2.430730 0.385779 0.275644 -0.03 0.09 -0.07 0.0176
Cr -0.414983 0.336396 0.191744 0.16 -0.09 0.34 3.7676
S -2.494933 2.584426 -1.096590 0.05 0.03 0.07 0.0081
S -1.174760 0.013930 3.259154 -0.04 -0.14 -0.17 0.0043
S -0.677147 -2.471132 2.051834 -0.23 0.12 0.25 0.0064
F -0.818395 -0.116511 5.834917 -0.01 -0.01 0.04 -0.0004
F 0.552580 -3.848302 3.911963 0.00 -0.02 0.03 0.0005
F -0.049212 1.675929 4.891223 0.02 0.05 0.03 0.0001
F 1.017789 -0.195708 4.696316 0.06 -0.03 -0.04 0.0001
F 1.320459 -4.119291 1.902740 0.01 0.01 0.04 0.0001
F 1.763222 -2.305211 2.996225 0.03 0.08 -0.01 0.0001
O -0.511120 -0.345212 -1.705803 0.16 0.07 0.01 0.0271
O -2.941628 3.801079 -0.489895 0.08 0.01 0.04 0.0014
O -1.567780 -3.551706 1.795826 0.07 0.00 -0.04 0.0023
O -2.453295 0.583197 3.492357 0.01 0.04 0.03 0.0020
O -2.915067 -0.701949 0.488485 -0.03 0.02 0.14 0.0295
O -0.329741 0.630026 2.221675 -0.05 0.07 0.15 0.0310
O -0.136069 -1.756703 0.901990 0.06 -0.15 -0.06 0.0335
O -1.377929 2.634829 -2.002759 -0.04 0.03 0.00 0.0083
N -1.193005 -1.553430 3.215591 0.17 0.12 -0.23 0.0021
N -1.904261 -2.133663 -1.665975 0.06 -0.11 -0.28 0.0085
N -2.199865 1.403974 0.018983 -0.31 -0.13 -0.38 0.0168
C 3.569413 1.581946 -1.083051 -0.06 0.06 0.01 0.0003
C 3.254383 1.067317 2.130476 -0.01 -0.03 -0.01 0.0001
C 3.425654 -1.511567 0.126060 0.02 0.02 -0.01 0.0053
C -3.888291 1.772075 -1.826121 -0.05 0.09 -0.09 0.0008
C -1.084401 -1.289958 -2.274320 -0.10 -0.06 -0.10 0.0099
C 4.761377 1.287454 2.094339 -0.02 -0.01 0.02 -0.0002
C -5.154840 -0.243204 -1.504641 -0.04 -0.03 -0.03 0.0005
C -3.067637 0.370054 -0.107141 -0.01 0.14 0.00 0.0102
C -4.112060 0.593505 -1.150233 0.04 0.01 0.11 0.0006
C -5.968623 0.146722 -2.559631 0.02 0.00 0.03 0.0001
C -0.866220 -1.468334 -3.748829 -0.09 0.02 -0.02 -0.0006
C 4.381462 -1.620820 -1.057414 0.00 -0.04 0.01 0.0005
C 0.831748 -3.233525 2.772776 0.00 -0.13 -0.07 0.0013
C -0.188290 0.360699 4.771465 -0.06 -0.01 0.03 -0.0010
C -4.691265 2.184671 -2.870717 0.02 -0.01 0.00 0.0003
C 3.051757 3.020345 -1.073750 0.03 -0.02 -0.01 0.0010
C -5.737598 1.345316 -3.233412 -0.01 0.02 -0.01 0.0002
H 4.843513 -2.609389 -1.094176 -0.01 0.00 0.00 0.0002
H 3.611250 3.645113 -1.771999 0.00 0.00 0.00 0.0000
H -6.795831 -0.481936 -2.861712 0.00 0.00 0.00 0.0000
H 5.291891 0.389984 1.767028 0.00 0.01 0.00 0.0000
H -2.400916 -2.818647 -2.209189 0.02 -0.03 0.00 0.0004
H 3.145746 3.472642 -0.083726 0.00 0.00 0.00 0.0000
H 5.140932 1.548526 3.084020 0.01 0.00 0.00 0.0000
H 5.184240 -0.885028 -0.997899 0.00 0.00 0.00 0.0000
H 3.866688 -1.466457 -2.007700 0.00 0.00 0.00 0.0000
H -0.929189 -2.502898 -4.069941 0.04 -0.01 0.03 0.0000
H 2.980084 0.302489 2.859693 0.00 0.02 0.02 0.0000
H 4.622367 1.532683 -0.806165 0.01 -0.01 -0.02 -0.0001
H 3.946991 -1.670483 1.071460 0.00 -0.01 0.00 0.0002
H -5.321805 -1.165507 -0.963692 0.00 0.00 0.00 0.0001
H 1.998507 3.068198 -1.357852 0.00 0.00 0.00 0.0011
H 3.466517 1.135363 -2.072699 0.01 0.01 -0.01 0.0000
H -2.223558 -1.943013 -0.720564 -0.02 0.01 0.18 0.0004
H -6.388406 1.629597 -4.050278 0.00 0.00 0.00 0.0000
H 0.068442 -1.012221 -4.049531 0.03 -0.01 0.03 0.0000
H 5.032511 2.097960 1.416722 0.00 0.00 0.00 0.0000
H -4.508476 3.117034 -3.387778 0.00 0.00 0.00 0.0000
H 2.633204 -2.257510 0.064914 0.03 -0.04 0.01 0.0000
H 2.718934 1.975034 2.411173 0.01 0.00 0.01 -0.0001

# 5
52
Properties=species:S:1:pos:R:3:forces:R:3:lowdin_charge:R:1 method="wB97M-V/def2-TZVPD" orbital_gap_ev=7.68 total_charge=+1 e_lumo_ev=-2.86
P -2.216942 1.112716 -0.875534 -0.46 -0.20 -0.15 0.8529
P 2.498279 -0.707525 0.290386 -0.54 0.33 -0.16 0.8691
Mg 0.168905 0.748885 -0.054085 0.58 -1.35 0.37 0.4936
F 0.033640 0.680364 6.510236 -0.10 -0.08 -0.50 0.1123
F 0.732083 2.516580 4.587801 -0.39 -0.78 -0.24 0.1114
F 0.350388 1.899330 1.875175 -0.27 -0.58 0.46 -0.0044
F -1.059999 -1.725840 5.816163 0.28 0.69 -0.68 0.1208
F -1.405039 -2.363350 3.156684 0.29 0.64 0.24 0.1068
O -0.592999 -0.553661 1.245898 -0.27 0.41 -0.48 -0.1866
O -0.106030 3.762003 -0.660776 -1.06 0.34 1.53 -0.0388
O 1.370559 1.908701 -1.285679 -1.06 2.17 -0.19 -0.1594
N 0.058311 -0.699710 -1.709883 -0.11 -0.19 0.07 0.0617
C -3.677439 1.152701 0.203871 -0.08 0.24 0.33 -0.2423
C 2.498418 -0.740574 -1.557613 0.13 0.87 -0.59 -0.2959
C 1.205166 -2.181413 -3.202056 0.04 0.08 0.36 -0.0019
C 4.252666 -0.359217 0.620286 0.13 0.12 0.23 -0.2591
C -0.010697 -2.621617 -3.715995 -0.09 0.16 0.16 -0.0185
C -2.693282 2.168272 -2.276883 -0.03 0.29 -0.08 -0.2532
C -1.190299 -2.098728 -3.189972 0.03 0.17 0.05 -0.0036
C -2.402972 -0.572864 -1.591851 0.11 -0.16 0.01 -0.2626
C -0.715393 -0.845089 4.851821 -0.07 -0.18 0.55 -0.1198
C -1.124042 -1.131480 -2.184959 0.08 -0.27 -0.31 -0.2911
C 2.310542 -2.450254 0.762172 0.01 -0.15 0.20 -0.2488
C -0.163707 0.389376 5.211738 0.13 0.31 0.07 -0.1314
C -0.520962 -0.250594 2.508828 0.13 -0.02 -0.13 -0.3129
C 1.204706 -1.235792 -2.175065 0.15 -0.05 -0.15 -0.3077
C -0.897318 -1.167088 3.520707 0.10 0.26 -0.32 -0.1273
C 0.192216 1.328695 4.231462 0.20 0.30 0.98 -0.1339
C -0.008165 1.002284 2.915621 -0.20 -0.58 -0.47 -0.0858
H 2.218546 -2.482312 1.858349 0.04 -0.14 -0.33 0.0542
H -2.023222 1.982142 -3.126361 -0.15 0.09 0.17 0.0551
H 0.946599 2.891140 -1.144174 1.07 -2.00 -0.43 0.0629
H 1.284242 1.734088 -2.242293 -0.02 0.11 0.56 0.0853
H 4.324744 -0.004732 1.658428 0.18 -0.12 -0.31 0.0474
H 3.182089 -3.038798 0.446020 -0.26 0.04 0.08 0.0525
H -2.174543 -2.405782 -3.542855 0.34 -0.03 0.01 0.1248
H -3.630708 0.309189 0.907576 0.01 0.29 -0.18 0.0567
H -2.749328 -1.228534 -0.771542 0.22 0.19 -0.32 0.1127
H -0.200625 4.721726 -0.505158 0.18 -0.55 0.00 0.1202
H 3.353021 -1.334192 -1.916227 -0.26 0.34 -0.14 0.1008
H 2.608340 0.373820 -1.812943 0.42 -1.93 0.16 0.0896
H -4.607491 1.101888 -0.381121 0.28 -0.01 0.19 0.0612
H 2.164433 -2.558447 -3.553098 -0.33 0.01 -0.02 0.1230
H -3.192333 -0.540395 -2.359636 0.21 -0.12 0.26 0.1041
H 4.608550 0.437490 -0.047680 -0.06 -0.21 0.23 0.0526
H -3.657336 2.089488 0.778662 -0.19 -0.27 -0.10 0.0523
H 1.389253 -2.864662 0.333204 0.20 0.11 0.14 0.0514
H -2.594182 3.220298 -1.975841 -0.07 -0.26 -0.20 0.0424
H -0.436365 3.291096 0.159844 0.33 1.17 -1.12 0.0758
H -3.730509 1.967514 -2.576839 0.27 0.07 0.02 0.0566
H -0.038119 -3.363607 -4.511135 -0.01 0.15 0.16 0.1224
H 4.864369 -1.263530 0.496321 -0.08 0.31 -0.02 0.0528